The following is a DFT calculation (the ωB97M-V functional and the def2-TZVPD basis) of a molecular structure, C18H51O16PV2 at a distorted geometry.

```
88
Properties=species:S:1:pos:R:3:forces:R:3:lowdin_spin:R:1
O 11.6750 7.4236 8.4497 -1.2 1.4 0.9 -0.2351
V 10.9461 8.6520 9.1220 1.1 -2.2 -2.2 1.1837
O 7.1292 10.8973 10.7804 -0.5 -1.0 0.1 -0.1705
V 7.5862 9.4180 10.6603 1.5 1.5 -2.1 1.1380
P 10.0144 9.0558 11.6900 1.3 1.3 -2.3 0.0062
O 9.6077 9.6887 10.3369 -2.5 4.6 -2.8 -0.0025
O 11.3094 9.7308 12.0615 -1.4 -1.5 1.1 0.0018
O 10.1869 7.7689 10.8477 1.3 -3.1 1.5 0.0147
O 8.6584 9.1951 12.3634 -0.1 -0.5 1.3 0.0131
C 7.3923 8.2520 6.2946 -0.9 0.4 0.6 -0.0006
C 7.8405 8.6264 7.7059 1.0 -0.9 -0.1 0.0039
O 7.0625 9.1986 8.5092 -0.2 0.2 1.2 0.0139
O 9.0134 8.2601 7.9989 1.1 0.3 0.3 0.0083
H 7.4668 9.1404 5.6675 0.2 -0.1 -0.1 0.0002
H 6.3297 8.0099 6.3142 0.0 0.0 0.0 0.0001
H 7.9354 7.4003 5.8850 0.2 0.3 0.2 -0.0001
C 5.8510 5.8407 9.6083 0.8 1.2 -0.7 0.0000
C 7.3907 6.0442 9.8676 -2.3 -1.9 0.0 0.0003
O 7.7226 7.1954 10.6014 -1.6 1.1 -0.1 0.0038
H 5.2620 6.6218 10.0891 -0.1 -0.3 0.5 0.0000
H 5.5354 4.8292 9.8638 0.0 0.3 0.2 0.0000
H 5.6439 6.0128 8.5520 0.0 -0.2 -0.1 0.0000
H 7.9061 5.9783 8.9093 0.4 0.1 0.3 0.0000
H 7.5681 5.1903 10.5213 1.0 0.0 -0.2 0.0000
H 8.6817 7.2256 10.6293 1.3 -0.2 0.3 0.0007
C 8.9529 5.5769 15.4588 0.0 0.8 0.2 0.0000
C 9.2465 6.7675 14.4953 -0.3 -1.1 0.6 0.0000
O 8.0348 7.2452 13.9677 -0.7 -0.6 0.1 0.0006
H 8.2580 5.8409 16.2561 -0.1 0.4 -0.1 0.0000
H 9.8281 5.2167 15.9995 0.3 0.0 -0.4 0.0000
H 8.4822 4.7383 14.9457 0.2 0.1 -0.3 0.0000
H 9.8611 6.3681 13.6885 0.4 0.0 -0.2 0.0000
H 9.7536 7.6223 14.9428 0.4 -0.2 0.5 0.0000
H 8.2817 7.8765 13.2879 -0.4 0.0 0.1 0.0004
C 9.4346 11.3280 16.4785 -0.3 -0.3 0.3 0.0000
C 9.1574 11.1297 15.0184 0.8 0.6 -0.7 0.0000
O 7.9849 10.4123 14.8622 -1.2 -0.8 0.0 0.0001
H 9.2471 10.3908 17.0026 0.2 -0.2 -0.1 0.0000
H 8.6661 12.0015 16.8578 0.3 0.3 0.2 0.0000
H 10.4542 11.6459 16.6965 -0.2 0.3 0.0 0.0000
H 9.9478 10.6162 14.4711 0.6 -0.1 0.3 0.0000
H 9.0347 12.0730 14.4862 0.2 0.5 0.2 0.0000
H 8.1275 9.8542 14.0942 -0.4 -0.1 0.1 0.0000
C 11.7825 12.3694 7.5894 0.2 -0.4 1.0 0.0000
C 10.8135 11.1941 7.6178 -1.0 3.1 -1.4 0.0009
O 11.5386 10.0326 7.5163 0.2 -2.4 1.3 0.0120
H 12.5077 12.0154 8.3221 0.5 0.5 0.0 0.0000
H 11.3861 13.3006 7.9940 -0.2 -0.1 -0.3 0.0000
H 12.2646 12.5235 6.6240 -0.1 0.0 0.0 0.0000
H 10.1472 11.2518 6.7571 -0.5 0.0 0.1 0.0003
H 10.2218 11.2448 8.5318 0.1 -0.5 0.1 0.0003
H 12.1220 10.0178 6.7540 0.0 -0.2 0.0 0.0000
C 14.8244 9.0189 8.6041 1.3 0.3 -0.9 -0.0002
C 14.2362 9.7741 9.7521 1.2 0.1 -0.4 0.0001
O 12.9858 9.2876 10.0358 -3.6 -1.4 0.0 0.0057
H 15.1189 7.9835 8.7754 -0.7 -0.1 0.2 0.0000
H 15.7861 9.4716 8.3627 0.2 0.3 0.1 0.0000
H 14.2700 9.1365 7.6730 -0.3 -0.3 0.1 -0.0001
H 14.1177 10.8292 9.5054 0.6 0.2 0.2 0.0003
H 14.8409 9.5836 10.6388 0.3 0.5 0.0 -0.0001
H 12.6711 9.5172 10.9132 0.1 0.2 0.7 0.0006
C 13.0320 5.4194 13.3668 -0.1 0.3 0.0 0.0000
C 12.6307 6.5416 12.3964 -0.2 -0.1 -0.3 0.0000
O 11.8715 6.0382 11.3270 0.7 -1.7 -0.1 -0.0001
H 13.6186 4.6624 12.8462 0.1 0.1 -0.1 0.0000
H 12.1902 4.8792 13.8001 -0.4 0.2 -0.2 0.0000
H 13.6034 5.7702 14.2262 0.2 0.3 -0.2 0.0000
H 13.4857 7.0410 11.9408 0.6 -0.1 0.3 0.0000
H 12.0560 7.3661 12.8185 0.1 -0.2 0.9 0.0000
H 11.1141 6.6101 11.1823 0.0 0.0 0.0 0.0000
C 14.3942 11.0939 15.1452 -0.3 0.6 -0.7 0.0000
C 13.9850 10.4518 13.8240 -0.1 -1.4 0.9 0.0000
O 12.9083 9.5120 14.0634 0.8 0.7 0.7 0.0000
H 14.3912 10.3354 15.9281 -0.1 0.2 0.1 0.0000
H 13.7407 11.9446 15.3385 -0.3 -0.3 0.5 0.0000
H 15.3828 11.5476 15.0746 0.2 -0.2 -0.1 0.0000
H 14.8295 9.8220 13.5442 0.3 0.2 -0.7 0.0000
H 13.7119 11.1734 13.0540 0.1 0.1 -0.1 0.0000
H 12.3060 9.5228 13.3159 -0.1 0.1 0.0 0.0000
C 9.7673 12.9920 12.0868 -0.2 1.0 0.5 -0.0003
C 11.2580 12.9706 12.3654 -0.6 -1.1 -0.7 0.0000
O 11.8306 12.1227 11.3781 1.2 1.2 -0.8 0.0000
H 9.3440 13.7447 12.7519 -0.5 -0.2 0.2 0.0000
H 9.2482 12.0394 12.1918 0.2 0.0 0.3 -0.0003
H 9.5524 13.3388 11.0760 0.3 0.0 -0.1 0.0000
H 11.5187 12.5238 13.3248 -0.3 0.3 0.5 0.0000
H 11.6487 13.9873 12.3225 0.3 -0.2 -0.2 0.0000
H 11.5311 11.2382 11.6008 -0.1 -0.2 0.1 0.0000
```
Positions in Å, forces in eV/Å.

Values from the calculation:
Total energy, Ha: -4149.78693
Multiplicity: 3
Charge: 0
⟨S²⟩: 2.06
Orbital gap (alpha / beta), eV: 7.88 / 8.28
F_max, eV/Å: 5.93

The following is a DFT calculation (the ωB97M-V functional and the def2-TZVPD basis) of 9 unconnected molecules or ions with the total composition C18H53F3N13O11S at a distorted geometry.

```
99
Properties=species:S:1:pos:R:3:forces:R:3:lowdin_charge:R:1
C 0.3602 0.2995 1.3398 -0.2 -0.3 -1.0 -0.5246
F 0.4644 1.3758 2.0970 0.0 0.1 -0.3 0.1462
F 0.2738 -0.7567 2.2066 0.0 0.7 -1.4 0.0884
F -0.8136 0.3897 0.5860 1.8 -0.3 1.4 0.0653
S 1.9051 0.2276 0.0723 -0.8 0.1 -1.5 0.6079
O 1.5039 -0.7394 -1.0066 0.7 1.5 2.7 -0.3477
O 2.0552 1.5951 -0.4359 -1.4 -1.3 -0.3 -0.3301
O 3.0697 -0.0444 0.9141 -1.1 -1.6 -0.1 -0.3618
C -2.1532 -0.5072 -3.3094 -3.0 1.7 -0.9 -0.8490
O -3.1412 0.1164 -3.6205 -2.3 0.6 -1.0 0.0179
N -1.3899 -0.1081 -2.3833 4.4 2.3 4.9 0.1829
N -1.7385 -1.6052 -3.8366 1.3 -4.4 -2.6 0.1778
H -0.6251 -0.6886 -2.0700 -0.2 0.3 0.4 0.0733
H -1.5797 0.7234 -1.8422 -0.1 -0.3 -0.4 0.1195
H -0.7624 -1.8241 -3.6971 -0.4 -0.6 -0.3 0.1138
H -2.3407 -2.1537 -4.4338 0.4 0.3 0.0 0.1205
C -1.6165 -3.3717 0.4761 0.7 -1.5 -2.3 -0.8253
O -1.8144 -2.5924 -0.3852 -0.4 2.3 -3.0 0.0961
N -1.8365 -3.2268 1.7046 -1.8 2.7 7.6 0.1735
N -1.1854 -4.6196 0.3927 2.0 -4.6 -2.3 0.1476
H -1.5293 -3.9820 2.3008 -0.5 1.2 0.6 0.1091
H -2.1407 -2.3311 2.0585 0.1 -0.4 0.2 0.1110
H -0.8334 -5.0618 -0.4443 -0.2 0.4 0.1 0.1167
H -1.0792 -5.1425 1.2502 0.2 -0.2 -0.8 0.0931
C 2.7176 -0.2873 -4.6019 -0.3 0.8 -2.1 -0.7858
O 3.0985 -0.6875 -5.6820 0.4 0.0 -1.1 0.0252
N 1.9022 0.7385 -4.3816 -2.4 2.7 -1.1 0.1649
N 3.0434 -0.7591 -3.4529 2.0 -2.7 3.4 0.1671
H 1.6195 0.9916 -3.4455 0.1 0.1 -0.4 0.0701
H 1.5761 1.3041 -5.1522 -0.1 -0.3 0.2 0.1116
H 2.4602 -0.4846 -2.6754 0.9 -0.6 0.6 0.0485
H 3.9049 -1.2847 -3.4122 -0.6 -0.2 0.5 0.1254
C 6.1660 -1.9336 1.0642 0.5 0.2 -3.4 -0.8007
O 7.1867 -2.5288 0.9744 3.6 -1.5 0.0 0.0533
N 5.3301 -2.0481 2.0252 -4.1 -0.1 4.4 0.1791
N 5.6579 -1.1927 0.0584 -0.6 1.8 -2.1 0.1646
H 5.4098 -2.7308 2.7652 0.4 0.2 -0.4 0.1205
H 4.3903 -1.7651 1.7868 -0.1 0.1 0.5 0.0704
H 6.1142 -1.0581 -0.8326 0.4 -0.3 0.6 0.1078
H 4.8158 -0.6428 0.1512 0.1 -0.2 0.3 0.0511
C 3.9755 3.4510 1.8079 1.8 1.7 -1.0 -0.8137
O 4.5880 4.2958 2.4119 0.3 2.2 1.8 0.0165
N 3.1013 3.6320 0.8637 -3.8 2.8 -2.7 0.1639
N 4.3674 2.2336 1.7625 2.4 -6.3 1.3 0.1686
H 2.6768 2.8805 0.3392 0.3 0.1 0.3 0.0217
H 2.9501 4.5458 0.4610 0.0 0.0 0.6 0.1123
H 5.1382 1.9065 2.3272 -0.3 0.4 0.1 0.1206
H 3.9480 1.5023 1.2062 0.0 0.5 0.2 0.0435
C -9.2609 -0.2376 1.7098 0.4 -1.1 -0.1 -0.0660
C -7.7977 0.0023 2.0510 0.1 -0.8 1.4 -0.4783
C -6.7687 -0.4119 0.9856 0.9 0.0 0.0 -0.1790
O -5.4759 -0.2502 1.5543 -0.1 1.1 1.6 -0.2092
C -4.3424 -0.7767 0.9152 -0.7 -0.5 -0.6 -0.0996
N -7.7009 1.3469 2.4790 0.1 1.8 -0.3 0.0264
H -9.4516 0.2383 0.7479 -0.4 -0.4 -0.2 0.0782
H -9.9999 0.1113 2.4311 0.6 0.6 0.2 0.0733
H -9.4035 -1.3171 1.7600 -0.3 -0.2 -1.0 0.0713
H -7.5195 -0.5001 2.9775 -0.2 -1.0 -0.2 0.1365
H -6.8223 0.2354 0.1103 -0.3 0.2 -0.3 0.1265
H -6.8572 -1.4445 0.6478 -0.4 -0.3 0.0 0.1207
H -4.0825 -0.2308 0.0083 -0.3 -0.3 -0.4 0.0946
H -4.5924 -1.8275 0.7689 0.6 -0.3 -0.7 0.0869
H -3.4279 -0.7223 1.5058 -0.4 0.3 0.6 0.0649
H -6.8411 1.5458 2.9703 0.2 0.0 -0.3 0.0767
H -7.7402 1.8832 1.6241 0.2 0.9 0.1 0.0755
C -1.8288 6.7042 -2.4933 -0.8 -1.9 0.4 -0.0862
C -0.3766 6.9340 -2.2520 0.2 -0.1 1.1 -0.4502
C 0.6883 5.9241 -2.8594 -0.6 1.5 0.3 -0.1968
O 0.5052 4.6452 -2.3482 -1.1 0.5 0.2 -0.1798
C 1.1346 3.6182 -3.0550 -1.0 -0.9 0.9 -0.1177
N -0.2354 8.3505 -2.4813 0.9 -0.2 0.1 0.0236
H -2.0407 6.5301 -3.5483 -0.3 -0.3 0.1 0.0811
H -2.5127 7.4516 -2.0911 0.6 0.6 -0.2 0.0762
H -2.0441 5.8710 -1.8243 -0.6 -0.8 -0.9 0.0767
H -0.2551 6.7775 -1.1801 0.2 0.1 0.2 0.1327
H 1.6699 6.2831 -2.5502 0.3 0.4 0.0 0.1166
H 0.6779 5.9500 -3.9490 -0.2 -0.1 -0.4 0.1140
H 0.5076 2.7485 -2.8584 0.0 -0.3 0.1 0.0724
H 2.0757 3.3966 -2.5517 0.6 0.1 -0.9 0.0900
H 1.0527 3.7515 -4.1337 0.8 0.3 -0.1 0.0906
H 0.5783 8.6816 -1.9830 0.3 0.5 -0.8 0.0700
H -0.2827 8.4953 -3.4797 0.6 0.7 0.0 0.0729
C 2.5747 -3.8133 0.5933 -0.1 1.8 -1.8 -0.0643
C 2.9872 -4.5454 1.7695 0.3 -0.9 2.7 -0.5014
C 2.3140 -4.0042 3.0351 0.4 -0.6 1.7 -0.1344
O 2.5580 -4.8968 4.1916 0.4 0.5 -0.9 -0.1942
C 1.8235 -4.5554 5.3378 -0.1 0.7 0.4 -0.1460
N 2.6884 -5.8970 1.5334 -1.3 -2.8 -0.8 0.0475
H 2.4914 -2.7604 0.8629 0.0 0.2 -0.6 0.0623
H 1.6227 -4.1310 0.1681 -0.3 0.0 0.5 0.0739
H 3.2621 -3.9687 -0.2382 0.3 0.3 0.1 0.1028
H 4.0639 -4.5164 1.9371 0.1 0.5 0.0 0.1359
H 1.2283 -3.9158 2.9956 -0.2 0.1 -0.6 0.1115
H 2.7470 -3.0304 3.2640 -0.1 0.3 0.2 0.1176
H 0.7505 -4.6518 5.1719 -0.2 -0.3 0.0 0.0781
H 1.9647 -3.5476 5.7282 0.2 0.7 -0.7 0.0800
H 2.1416 -5.0828 6.2371 0.0 -1.0 -0.5 0.0835
H 2.6249 -6.5481 2.3029 0.8 0.4 0.7 0.0754
H 1.7367 -5.9428 1.1986 -0.2 0.0 -0.6 0.0576
```
Positions in Å, forces in eV/Å.

Values from the calculation:
Total energy, Ha: -2954.97874
Charge: -1
Orbital gap, eV: 8.60
F_max, eV/Å: 8.30

- Which of these has the highest charge?
  C18H51O16PV2

- Among the records above, which one has the highest F_max?
  C18H53F3N13O11S

- Which of these has the highest charge?
  C18H51O16PV2

- Among the records above, which one has the lowest F_max?
  C18H51O16PV2